No. 1
{"formula": "C42H54Cl5MnP3Si", "method": "the ωB97M-V functional and the def2-TZVPD basis", "e_above_lowest_ev": 0.637, "energy_ha": -6398.157370, "e_homo_ev": [-11.07, -10.91], "s2": 6.23, "total_charge": 1, "multiplicity": 5, "species": ["Mn", "Cl", "Cl", "Cl", "Cl", "Cl", "P", "P", "P", "Si", "C", "C", "C", "C", "C", "C", "C", "C", "C", "C", "C", "C", "C", "C", "C", "C", "C", "C", "C", "C", "C", "C", "C", "C", "C", "C", "C", "C", "C", "C", "C", "C", "C", "C", "C", "C", "C", "C", "C", "C", "C", "C", "H", "H", "H", "H", "H", "H", "H", "H", "H", "H", "H", "H", "H", "H", "H", "H", "H", "H", "H", "H", "H", "H", "H", "H", "H", "H", "H", "H", "H", "H", "H", "H", "H", "H", "H", "H", "H", "H", "H", "H", "H", "H", "H", "H", "H", "H", "H", "H", "H", "H", "H", "H", "H", "H"], "xyz": [[-0.151, 0.362, -0.575], [-0.413, -0.213, -7.160], [-2.926, -0.139, -5.299], [2.686, 1.110, -3.007], [-2.561, 0.560, -2.310], [2.388, 0.517, -5.991], [-1.489, -1.875, -0.089], [-1.442, 2.479, -0.034], [2.498, 0.144, -0.019], [-0.153, 0.334, 1.786], [-3.566, 1.860, 1.680], [-0.841, 3.082, 1.589], [2.666, -0.188, 1.784], [0.460, 4.089, -1.076], [-1.165, 0.398, -3.305], [-1.875, -4.697, -0.936], [-1.495, 3.801, -2.592], [-0.337, 2.117, 2.462], [-2.079, -3.419, 3.689], [3.962, -0.856, 3.706], [1.130, 0.679, -3.587], [-1.354, 0.164, -4.659], [-0.238, 0.146, -5.494], [1.012, 0.448, -4.957], [-1.625, -1.076, 3.856], [2.803, -0.935, 4.461], [-3.376, -1.701, -0.283], [2.743, -1.675, -0.548], [-2.073, -2.251, 4.433], [-0.060, 3.806, 4.153], [-0.572, 4.760, 3.289], [4.049, 1.253, -0.142], [1.588, -0.631, 3.880], [-1.464, -2.178, 1.719], [1.508, -0.246, 2.548], [3.700, 2.691, -0.523], [5.222, 0.717, -0.951], [-1.057, 3.939, -1.139], [0.053, 2.491, 3.740], [-0.942, -3.488, -0.892], [3.896, -0.483, 2.377], [-4.208, -2.363, 0.811], [2.948, -1.874, -2.045], [-0.970, 4.400, 2.014], [-3.899, -2.151, -1.650], [-1.791, -3.384, 2.334], [-0.494, -3.149, -2.315], [-1.284, -1.035, 2.511], [0.070, 0.601, -2.673], [3.769, -2.517, 0.205], [-4.313, 2.444, -0.632], [-3.257, 2.697, 0.436], [4.990, 0.606, -2.005], [-4.637, 1.871, 1.872], [-1.556, 4.814, -0.707], [-1.360, -3.014, -2.959], [-3.298, 3.761, 0.707], [-0.666, 5.787, 3.607], [0.688, -0.712, 4.466], [0.464, 1.753, 4.411], [0.916, 3.135, -1.373], [-2.379, -2.267, 5.466], [5.575, -0.236, -0.566], [-3.521, -0.618, -0.186], [6.043, 1.430, -0.868], [3.677, -3.547, -0.136], [-4.155, -3.208, -1.621], [-1.820, -4.306, 1.775], [0.114, -3.948, -2.732], [-4.020, -3.430, 0.872], [3.604, -2.518, 1.277], [-2.661, -4.563, -1.672], [4.915, -1.114, 4.143], [-3.185, -1.980, -2.450], [-2.336, -4.357, 4.157], [-2.342, -4.935, 0.014], [-5.260, -2.222, 0.570], [0.249, 4.092, 5.145], [3.917, -1.491, -2.350], [3.663, 2.843, -1.596], [-1.549, -0.177, 4.450], [-3.063, 2.248, 2.562], [-4.506, 1.382, -0.760], [-1.184, 4.692, -3.137], [2.743, 2.970, -0.083], [-3.256, 0.823, 1.543], [-5.244, 2.913, -0.316], [0.804, 4.864, -1.756], [1.735, -2.054, -0.279], [-2.572, 3.716, -2.692], [-4.040, 2.869, -1.592], [2.921, -2.937, -2.278], [-4.808, -1.603, -1.900], [-1.021, 2.944, -3.064], [4.785, -2.193, -0.002], [4.815, -0.455, 1.810], [-1.376, 5.161, 1.363], [2.170, -1.392, -2.626], [2.850, -1.227, 5.499], [-4.025, -1.922, 1.787], [-0.051, -3.750, -0.298], [-1.287, -5.562, -1.241], [0.090, -2.224, -2.334], [4.358, 1.305, 0.905], [0.792, 4.346, -0.069], [4.462, 3.358, -0.126]], "forces_ev_per_a": [[0.4, 0.1, -0.9], [0.0, 0.0, 0.0], [0.1, 0.0, 0.0], [0.3, 0.3, -0.1], [-0.5, 0.1, -0.2], [-0.1, 0.0, 0.1], [-0.5, -0.8, 0.6], [-0.5, 1.2, 0.6], [0.6, -0.7, 1.0], [0.3, -0.2, 1.9], [0.1, 0.2, 0.0], [0.2, -0.2, -0.1], [-0.3, 0.2, -0.1], [0.0, -0.1, 0.1], [0.6, 0.1, 0.0], [0.0, 0.1, 0.2], [-0.1, 0.0, 0.1], [-0.1, -0.7, -0.6], [0.0, -0.1, -0.1], [0.1, 0.0, -0.1], [-0.5, -0.1, 0.2], [-0.1, -0.1, -0.2], [-0.1, 0.0, 0.0], [0.0, 0.0, -0.1], [-0.3, 0.0, 0.0], [-0.1, 0.0, 0.1], [0.2, 0.2, -0.1], [-0.2, 0.2, -0.2], [0.0, 0.0, 0.1], [0.0, 0.0, 0.1], [-0.1, 0.1, -0.1], [-0.2, 0.0, -0.2], [0.1, -0.2, 0.2], [0.4, 0.3, 0.0], [-0.5, 0.2, -0.7], [-0.1, -0.1, 0.1], [-0.1, 0.0, 0.2], [0.2, -0.4, 0.0], [0.0, 0.0, 0.2], [0.2, 0.5, -0.1], [0.0, 0.1, 0.2], [0.1, 0.2, 0.1], [-0.3, 0.0, 0.1], [0.0, 0.0, 0.0], [0.1, 0.0, -0.1], [0.2, -0.1, 0.0], [0.2, 0.2, 0.1], [0.2, 0.6, -0.6], [-0.3, -0.2, -0.9], [-0.2, 0.0, 0.1], [0.1, 0.2, 0.0], [0.0, -0.3, -0.1], [0.0, 0.0, -0.1], [-0.1, 0.0, 0.0], [0.0, -0.1, 0.1], [0.0, 0.0, -0.1], [0.1, -0.1, -0.1], [0.0, 0.1, 0.0], [-0.1, 0.0, 0.2], [0.1, -0.1, 0.1], [0.1, 0.2, 0.0], [0.0, 0.0, 0.2], [0.1, -0.1, 0.0], [0.1, -0.2, 0.0], [0.1, 0.0, 0.0], [0.0, -0.1, -0.1], [0.0, 0.0, 0.0], [-0.1, 0.0, -0.1], [0.0, -0.1, -0.1], [0.0, -0.1, 0.0], [0.0, -0.1, 0.0], [0.0, 0.0, -0.1], [0.1, 0.0, 0.1], [-0.1, -0.1, -0.1], [-0.1, -0.1, 0.0], [0.0, 0.0, 0.0], [-0.1, 0.0, -0.1], [0.1, 0.0, 0.1], [0.1, 0.1, -0.1], [-0.1, 0.1, 0.0], [0.0, 0.1, 0.2], [0.0, -0.1, 0.1], [-0.1, -0.1, 0.0], [0.0, 0.1, 0.0], [0.0, 0.2, 0.0], [0.0, -0.1, 0.0], [-0.1, 0.0, 0.0], [0.0, 0.0, -0.1], [0.3, 0.1, -0.1], [-0.1, 0.0, -0.1], [-0.1, 0.0, -0.1], [0.0, -0.1, 0.0], [0.0, 0.0, 0.0], [0.0, 0.0, 0.0], [0.1, 0.0, 0.0], [0.0, 0.0, -0.1], [0.0, 0.1, -0.1], [0.0, 0.0, -0.1], [0.0, 0.0, 0.1], [0.0, 0.0, 0.1], [-0.2, 0.1, 0.0], [0.0, -0.1, 0.0], [0.0, -0.1, -0.1], [-0.1, -0.1, -0.2], [0.1, 0.0, -0.1], [0.1, 0.1, 0.1]], "mulliken_charge": [-0.77, -0.18, -0.17, -0.32, 0.06, -0.18, 1.03, 0.21, 0.70, 1.66, -1.65, -0.10, -0.22, -1.21, 1.33, -1.66, -1.47, 0.66, -0.88, -0.94, 1.06, -0.40, 0.43, -0.04, -0.87, -1.22, 2.55, 2.38, -1.12, -1.06, -0.91, 0.10, -0.33, -0.36, 0.00, -1.20, -1.54, 0.42, -0.30, 0.31, -0.22, -1.61, -1.59, -0.79, -1.81, -0.69, -1.16, 1.24, -1.01, -1.73, -1.69, 0.70, 0.20, 0.66, 0.68, 0.27, 0.75, 0.47, 0.54, 0.54, -0.03, 0.47, 0.25, -1.63, 0.50, 0.51, 0.46, 0.43, 0.57, 0.28, 0.45, 0.32, 0.44, 0.31, 0.43, 0.29, 0.54, 0.43, 0.35, 0.32, 0.57, 0.12, 0.30, 0.55, 0.10, 0.33, 0.52, 0.68, -1.48, 0.30, 0.15, 0.49, 0.40, 0.12, 0.25, 0.44, 0.39, 0.17, 0.46, 0.31, 0.51, 0.49, -0.12, 0.89, 0.26, 0.57]}

***

No. 2
{"formula": "C42H55BCl3I2N5O2P2SiV", "method": "the ωB97M-V functional and the def2-TZVPD basis", "energy_ha": -5975.103973, "e_homo_ev": [-1.07, -2.08], "s2": 3.76, "total_charge": -2, "multiplicity": 4, "species": ["I", "I", "V", "Cl", "Cl", "Cl", "P", "P", "Si", "O", "O", "N", "N", "N", "N", "N", "C", "C", "C", "C", "C", "C", "C", "C", "C", "C", "C", "C", "C", "C", "C", "C", "C", "C", "C", "C", "C", "C", "C", "C", "C", "C", "C", "C", "C", "C", "C", "C", "C", "C", "C", "C", "C", "C", "C", "C", "C", "C", "B", "H", "H", "H", "H", "H", "H", "H", "H", "H", "H", "H", "H", "H", "H", "H", "H", "H", "H", "H", "H", "H", "H", "H", "H", "H", "H", "H", "H", "H", "H", "H", "H", "H", "H", "H", "H", "H", "H", "H", "H", "H", "H", "H", "H", "H", "H", "H", "H", "H", "H", "H", "H", "H", "H", "H"], "xyz": [[-4.514, -0.711, 1.260], [-3.195, -4.051, 5.998], [0.554, -0.957, 0.412], [0.854, -6.509, 1.175], [-2.188, -5.131, 1.302], [-1.293, -6.721, -1.386], [-1.369, 2.317, 1.507], [0.020, -1.733, -2.570], [-0.454, -5.164, -0.019], [1.517, 0.063, 1.949], [-1.306, -0.948, 0.973], [0.721, 0.951, -2.267], [0.452, -2.613, 2.122], [0.620, 2.299, -0.421], [2.413, -1.652, -0.052], [4.574, -1.990, 0.067], [3.068, 1.550, 2.919], [2.709, 0.550, 1.966], [-2.548, -3.136, 4.235], [-0.227, 3.931, 3.633], [5.005, 0.755, 1.112], [-3.969, 3.141, 0.997], [0.647, -0.106, -3.245], [2.706, -2.953, -0.506], [1.305, 4.427, -1.634], [-1.119, 2.726, 3.316], [-1.193, -3.235, 3.812], [-3.064, -1.716, 2.355], [-3.459, -2.430, 3.511], [1.051, -4.068, 3.903], [-0.811, -2.524, 2.658], [-0.456, 1.448, 3.866], [0.238, -4.220, -3.785], [0.409, -2.355, -5.453], [0.975, 3.087, -1.521], [1.018, 2.250, -2.667], [4.037, -3.167, -0.433], [-2.522, 3.597, 0.733], [-2.462, 2.894, 4.029], [-2.453, -1.683, -4.145], [-0.192, -4.018, 4.430], [-2.296, 3.490, -0.788], [1.660, 4.130, -4.025], [-2.469, -2.613, -1.834], [1.655, 4.945, -2.901], [3.568, -1.119, 0.314], [-2.242, -0.156, -2.208], [1.337, -3.348, 2.719], [1.340, 2.762, -3.913], [3.761, 0.124, 1.090], [0.300, 2.879, 0.881], [5.296, 1.782, 1.995], [-1.736, -1.669, 1.930], [2.247, -2.752, -3.874], [4.308, 2.148, 2.925], [-2.362, 5.062, 1.143], [0.708, -2.776, -4.010], [-1.853, -1.539, -2.755], [0.541, 0.843, -0.790], [-2.117, 2.453, -1.103], [-0.197, 4.080, 4.724], [0.365, 1.094, 3.232], [0.573, -1.285, -5.619], [-4.136, 2.140, 0.576], [2.325, 1.817, 3.667], [1.820, -4.678, 4.358], [0.802, 3.779, 3.292], [-3.341, -0.106, -2.144], [1.637, -0.295, -3.661], [-1.337, 5.421, 0.992], [6.259, 2.276, 1.977], [-0.071, 1.629, 4.881], [1.040, 2.559, 1.614], [-3.019, 5.686, 0.516], [-3.563, -2.492, -1.799], [5.768, 0.438, 0.398], [-2.014, -0.982, -4.865], [0.735, -4.894, -4.499], [-4.216, 3.091, 2.062], [-0.438, -4.597, 5.310], [4.642, -4.022, -0.683], [-1.185, 0.629, 3.914], [-3.189, 3.856, -1.313], [-1.840, 0.015, -1.207], [0.469, -4.566, -2.772], [1.361, 2.120, -4.785], [0.003, 0.209, -4.072], [-2.092, -2.522, -0.811], [-0.601, 4.856, 3.184], [4.518, 2.924, 3.656], [-2.292, 2.898, 5.116], [-4.494, -2.413, 3.818], [5.526, -1.838, 0.339], [-4.668, 3.843, 0.516], [-2.962, 3.831, 3.768], [-0.846, -4.331, -3.914], [0.321, 3.965, 0.828], [2.585, -2.738, -2.840], [-0.599, -2.601, -5.769], [1.934, 4.542, -4.991], [-2.244, -3.631, -2.179], [-3.141, 2.063, 3.795], [2.684, -1.887, -4.383], [1.311, 5.081, -0.766], [1.918, -3.639, -0.780], [2.311, -3.412, 2.242], [-3.529, -1.463, -4.076], [1.940, 5.988, -2.990], [-2.353, -2.701, -4.530], [-1.443, 4.084, -1.118], [-1.896, 0.657, -2.862], [-2.640, 5.237, 2.186], [2.658, -3.657, -4.349], [1.099, -2.900, -6.115]], "forces_ev_per_a": [[0.0, 0.0, 0.0], [0.0, -0.1, 0.1], [0.6, -0.5, 0.3], [0.0, 0.0, 0.0], [0.0, -0.1, -0.1], [0.1, 0.1, 0.0], [0.0, -0.1, -0.3], [0.1, 0.7, -0.2], [-0.2, -0.3, 0.0], [0.7, 0.1, 0.1], [-1.5, -0.2, 0.1], [0.1, 0.5, 0.3], [-1.3, 0.7, -0.2], [0.1, 0.1, -0.5], [1.4, -1.2, -0.4], [0.4, -0.3, -0.1], [0.0, 0.0, 0.1], [-0.3, -0.2, -0.1], [0.4, -0.1, 0.1], [0.0, 0.1, 0.1], [0.1, 0.1, 0.0], [0.0, -0.1, 0.0], [-0.1, 0.1, 0.3], [-0.4, 0.7, 0.4], [0.0, 0.2, -0.3], [0.0, 0.0, 0.3], [-0.1, 0.1, 0.0], [-0.2, -0.4, 0.7], [0.1, 0.4, -0.7], [0.7, 0.1, -0.4], [0.3, 0.0, 0.0], [0.0, 0.0, 0.1], [-0.1, 0.0, 0.0], [0.1, 0.1, -0.1], [-0.1, -0.5, 0.6], [-0.2, -0.5, 0.2], [0.3, 0.3, 0.1], [-0.1, 0.1, -0.1], [-0.1, 0.0, 0.1], [-0.1, 0.0, -0.2], [-0.5, 0.0, 0.3], [0.0, -0.1, 0.0], [0.0, -0.2, 0.2], [-0.1, 0.0, 0.0], [-0.1, -0.3, 0.2], [-0.4, 0.5, 0.4], [-0.1, 0.1, -0.1], [0.3, -0.4, 0.3], [0.0, 0.3, 0.0], [-0.1, -0.5, -0.3], [0.0, -0.4, -0.5], [-0.2, -0.1, 0.1], [0.0, -0.1, 0.3], [0.0, -0.1, -0.1], [0.1, 0.0, -0.2], [0.0, 0.1, -0.1], [0.0, -0.3, 0.1], [0.0, -0.2, 0.4], [0.1, 1.3, -1.0], [-0.1, 0.2, 0.1], [0.0, 0.0, -0.2], [-0.2, 0.1, 0.2], [0.0, -0.1, 0.0], [0.1, 0.3, 0.1], [0.1, 0.0, -0.1], [0.0, 0.0, -0.1], [-0.2, 0.0, 0.1], [0.2, 0.0, 0.0], [0.1, 0.0, -0.1], [-0.1, -0.1, 0.0], [0.0, 0.0, 0.0], [-0.1, 0.0, -0.1], [0.0, 0.0, 0.0], [0.1, -0.1, 0.1], [0.2, 0.0, 0.0], [-0.1, 0.0, 0.1], [0.0, -0.1, 0.1], [-0.1, 0.1, 0.1], [0.0, 0.0, -0.2], [0.0, 0.0, 0.0], [0.0, 0.1, 0.0], [0.1, 0.1, 0.0], [0.1, 0.0, 0.0], [-0.1, 0.0, 0.0], [0.0, 0.0, -0.1], [0.0, 0.0, 0.0], [-0.1, 0.0, -0.2], [-0.1, 0.0, -0.1], [0.0, -0.1, 0.0], [0.0, 0.0, 0.0], [0.0, 0.0, -0.1], [-0.1, 0.1, 0.0], [0.0, 0.0, 0.0], [0.1, -0.1, 0.1], [0.0, -0.1, 0.0], [0.2, 0.0, 0.0], [0.1, 0.2, 0.0], [0.0, 0.0, 0.0], [-0.1, 0.0, 0.0], [0.0, 0.0, 0.1], [-0.1, 0.2, 0.0], [0.1, 0.1, 0.1], [0.0, -0.1, 0.1], [0.0, -0.1, -0.1], [0.0, 0.1, -0.1], [0.0, 0.0, 0.1], [0.2, 0.0, 0.0], [-0.1, 0.0, 0.0], [0.0, 0.1, 0.0], [0.0, 0.0, 0.0], [-0.1, -0.2, 0.1], [0.0, 0.0, -0.1], [-0.1, 0.2, 0.1], [-0.1, 0.1, 0.1]], "mulliken_charge": [-0.08, -0.05, -0.25, -0.43, -0.32, -0.47, 0.49, 0.73, 0.55, -0.20, -0.09, 0.67, 0.75, 0.59, 1.19, 0.09, -1.04, 0.87, -0.21, -1.95, -0.77, -1.54, -2.62, -1.02, -0.70, 2.56, 1.82, -0.15, -0.29, -1.34, -1.40, -1.18, -1.55, -2.00, 0.36, 0.27, -0.95, 2.46, -2.21, -2.03, -0.95, -2.39, -0.87, -1.31, -0.88, 0.12, -1.73, -0.22, -0.74, 0.08, -1.14, -1.15, 0.29, -1.87, -0.53, -1.93, 2.35, 2.17, 2.14, 0.36, 0.59, -0.40, 0.16, -0.07, 0.27, 0.40, 0.28, 0.92, 0.74, 0.26, 0.34, 0.59, -0.23, 0.51, 0.41, 0.39, 0.31, 0.53, 0.30, 0.19, 0.49, 0.24, 0.68, -0.29, -0.06, 0.46, 0.78, -0.22, 0.19, 0.40, 0.52, 0.36, 0.24, 0.55, 0.35, 0.29, 0.27, 0.18, 0.35, 0.36, 0.28, 0.36, 0.38, 0.39, 0.28, 0.24, 0.48, 0.37, 0.35, 0.20, 0.22, 0.28, 0.62, 0.57]}